1.
Molecular formula: C31H43N7O2V
Method: DFT, the ωB97M-V functional and the def2-TZVPD basis

Positions of all 84 atoms, in Å:
H1 15.7702 -28.9326 20.2605
H2 19.4244 -22.5266 14.2413
C1 20.0019 -33.5295 25.5608
H3 9.8718 -26.6982 21.3850
H4 11.5292 -26.0823 21.6790
H5 16.2964 -16.2840 20.0764
H6 20.4588 -24.2775 17.9975
H7 19.3642 -30.4587 26.9868
H8 21.5308 -20.8894 21.5186
H9 16.4728 -26.5234 28.3456
H10 17.1570 -21.9425 15.2987
C2 15.0644 -24.0236 25.9217
O1 16.2661 -24.7579 21.2697
H11 12.0566 -25.9331 19.3836
C3 10.9945 -25.9945 19.6209
H12 16.5614 -28.2255 16.6944
H13 14.7706 -16.1984 19.1576
C4 10.3809 -24.5822 19.6182
N1 19.2390 -29.1605 18.2847
N2 16.3946 -19.7536 21.3268
H14 18.8763 -32.8862 27.1121
C5 15.8494 -29.5698 18.1588
H15 13.3548 -23.7628 27.2054
H16 21.0302 -23.8343 15.7002
C6 19.1750 -22.7457 15.2690
C7 16.2706 -17.4640 18.3004
C8 16.6853 -25.4330 26.5373
H17 13.9903 -18.4288 19.9107
C9 15.6681 -18.9567 20.9095
H18 16.8297 -30.3532 19.9931
C10 18.1470 -28.8731 18.0110
C11 23.8390 -21.3446 24.0032
H19 16.4972 -27.5951 18.3868
H20 21.3059 -23.4458 24.7930
C12 17.9377 -22.4504 15.8456
C13 20.2611 -30.4328 25.0361
C14 15.5563 -16.8606 19.5215
C15 20.1477 -23.3440 16.0838
H21 20.7367 -31.1123 24.3288
N3 18.6260 -23.3338 18.0165
H22 10.5613 -26.6822 18.8946
H23 17.0508 -18.1402 18.6500
N4 20.7570 -34.3371 25.1569
H24 18.3934 -32.3567 25.4512
C16 16.7963 -28.4205 17.7407
H25 9.3219 -24.6375 19.8704
C17 14.8240 -17.9044 20.3775
H26 14.2065 -25.4407 28.8440
H27 24.8078 -20.9976 24.3307
H28 14.8135 -29.2485 18.0504
N5 16.2208 -24.6117 25.5846
C18 15.9157 -29.8462 19.6840
H29 17.6017 -25.9961 26.4406
N6 11.3959 -23.0810 21.5302
H30 14.3607 -17.5075 21.2808
H31 15.2300 -30.6410 19.9777
H32 23.5874 -22.7645 25.5878
C19 23.2714 -20.7553 22.8486
C20 19.2148 -32.4880 26.1556
H33 16.7227 -22.5466 17.5854
H34 14.6742 -23.2676 25.2565
C21 19.9622 -31.1078 26.3471
H35 16.0225 -30.4968 17.6121
H36 20.8239 -29.5209 25.2358
V1 17.7179 -24.3115 21.8034
C22 10.9589 -23.7304 20.7012
H37 19.3061 -30.1374 24.6017
C23 14.8506 -25.1302 28.0346
C24 21.8493 -22.6679 24.2772
C25 16.0460 -25.7664 27.7043
H38 16.6896 -16.6858 17.6627
C26 14.3223 -24.2323 27.1061
H39 15.5434 -17.9941 17.6854
H40 20.8568 -31.2135 26.9609
H41 23.7427 -19.9716 22.2742
H42 11.2071 -27.6861 20.8864
C27 17.7000 -22.7629 17.1799
C28 23.0923 -22.2944 24.7509
H43 10.4655 -24.2129 18.5962
C29 19.7974 -23.6442 17.4249
N7 21.2832 -22.1234 23.1676
C30 21.9875 -21.2012 22.4463
C31 10.8909 -26.6493 21.0014
O2 18.5333 -25.6652 21.9363

Highest occupied orbital energy, eV: -11.94
Total charge: +1
Electronic energy, hartree: -2684.375497
Energy relative to the best compared isomer or geometry (same formula, charge and spin), kcal per mole: 198.95
LUMO, eV: -6.65
Orbital gap, eV: 5.3
Multiplicity: 1

Atomic partial charges in e from the Mulliken method, atoms 1 to 8: H 0.287; H 0.385; C 0.210; H 0.306; H 0.347; H 0.302; H 0.367; H 0.285

2.
Molecular formula: C31H44BrN3OP2Tc
Method: DFT, the ωB97M-V functional and the def2-TZVPD basis

Positions of all 83 atoms, in Å:
O1 -2.6184 -4.0793 2.3267
C1 -1.2600 3.2303 -0.3893
C2 -3.6085 2.1834 -3.0907
C3 0.7317 3.1684 2.3336
P1 -0.0632 0.7869 0.7135
H1 0.6219 1.1212 3.0037
H2 4.7316 -1.6810 -2.4600
H3 -0.0489 -3.9375 5.4991
C4 1.4363 -1.7920 3.2821
C5 1.2061 -2.4567 4.4951
C6 -0.2716 2.0864 -0.6051
H4 -1.6025 1.8238 3.3041
C7 -2.1214 -2.0436 -1.4579
Tc1 0.8742 -1.3726 0.1567
H5 -3.1327 -5.4979 4.3071
H6 5.8925 -1.9784 -1.1473
H7 -0.1685 -4.0004 0.4819
C8 4.1794 -0.9053 -0.4912
H8 -0.5651 1.5217 -1.5034
H9 -2.3555 -2.5714 0.6492
H10 -6.0195 1.0256 -0.9441
N1 -5.5245 3.5917 -3.0474
H11 5.1402 1.4949 -0.2318
C9 -6.1545 2.7641 -2.2233
H12 5.7835 -0.3572 -1.8699
C10 3.0520 1.6710 -0.8493
C11 -2.2402 1.8052 2.4110
C12 -2.0211 -4.0539 3.4000
C13 0.5019 -2.6570 -1.2169
H13 2.9853 0.2059 -4.8610
C14 -4.2301 1.3188 -2.1706
H14 2.0897 -1.2469 -3.1339
H15 0.6245 -2.9477 -3.3428
C15 -0.7132 -2.1299 2.7033
H16 -2.5956 2.0110 -3.4433
H17 3.8882 -1.8170 0.0547
N2 -2.2901 -4.9609 4.3872
H18 2.3492 -1.2286 3.0886
C16 -1.7875 0.7701 1.3808
C17 0.8896 1.6647 2.0845
C18 -0.8903 -3.1317 3.6666
C19 -3.5186 0.1158 -1.7343
H19 4.2684 0.0621 -3.6577
C20 5.1980 -1.2396 -1.5700
H20 -0.2684 3.4521 2.6839
H21 3.2806 1.5413 -3.7190
H22 -1.1513 3.9550 -1.2075
Br1 2.5569 -3.7312 -1.0932
H23 4.5982 -0.2113 0.2519
H24 -3.2500 1.5230 2.7409
H25 -1.5750 -1.6238 2.2780
H26 0.9767 3.7796 1.4572
H27 1.4281 3.4595 3.1345
H28 -2.2971 2.8782 -0.4106
H29 1.2497 0.2861 -3.0134
C21 -5.5422 1.6062 -1.7313
H30 -1.0885 3.7756 0.5452
H31 1.9542 1.4423 1.9207
H32 -3.8239 4.0757 -4.1103
H33 0.7194 2.5047 -0.8144
C22 -1.3416 -2.3090 -2.6231
H34 4.6760 3.0876 -0.8389
C23 -4.2993 3.3383 -3.4691
H35 -2.3034 2.8216 2.0069
C24 -3.1431 -1.0458 -1.5841
P2 2.6358 -0.1145 -1.1004
H36 -2.4501 0.7268 0.5052
H37 1.9503 -2.3785 5.2736
C25 2.2407 -0.1874 -2.8906
C26 -1.7088 -2.5805 -0.2312
H38 -7.1542 3.0585 -1.9098
N3 0.5143 -1.7867 2.2682
H39 4.9161 1.7339 -1.9679
H40 -1.9469 -4.7815 5.3232
C27 -0.3829 -3.0571 -0.0844
C28 0.0778 -3.2596 4.6651
C29 -0.0260 -2.6605 -2.5234
C30 4.5319 2.0097 -0.9798
C31 3.2606 0.4522 -3.8290
H41 2.4784 2.2606 -1.5754
H42 -1.8915 -0.2062 1.8528
H43 2.6859 1.9603 0.1458
H44 -1.7301 -2.1316 -3.6345

Highest occupied orbital energy (spin up / spin down), eV: -19.56 / -19.57
Total charge: +4
Expectation value of S²: 3.91
Electronic energy, hartree: -4782.909586
Energy relative to the best compared isomer or geometry (same formula, charge and spin), kcal per mole: 18.65
LUMO (spin up / spin down), eV: -13.83 / -15.33
Orbital gap (spin up / spin down), eV: 5.7 / 4.2
Multiplicity: 4

Atomic partial charges in e from the Mulliken method, atoms 1 to 8: O -0.573; C -1.498; C -0.188; C -1.541; P 1.815; H 0.650; H 0.374; H 0.454

3.
Molecular formula: C31H44BrN3P2Pt
Method: DFT, the ωB97M-V functional and the def2-TZVPD basis

Positions of all 82 atoms, in Å:
H1 -0.5259 4.5706 -3.4991
C1 -0.4582 -4.4726 3.6084
C2 0.9713 -1.8079 -1.1321
H2 0.6235 -1.8550 -2.1700
C3 1.9969 0.3741 -1.7746
C4 -1.7053 -0.2263 -1.9596
H3 0.0395 -3.5971 -0.4290
H4 -2.8082 0.2808 -3.8129
H5 -4.4667 -1.2537 4.8447
H6 -1.0250 -1.0199 -1.6083
C5 2.0385 -1.6477 1.4552
N1 1.1555 0.3752 5.9096
C6 6.2580 1.9631 -3.6055
C7 1.4527 1.9196 3.8335
C8 1.8545 -0.7622 -0.8158
N2 1.5401 2.1961 1.4593
C9 -3.9321 -2.0375 2.8342
H7 1.1648 0.3666 2.3217
H8 1.9341 4.0614 0.6463
H9 -4.5386 -2.8857 2.4569
H10 1.4216 0.4359 -2.7222
H11 -4.1888 3.2761 -1.0449
H12 -3.5567 2.4663 -2.4689
C10 1.2792 1.0701 4.9728
C11 2.4647 -0.7559 0.4364
H13 0.9331 3.7184 -2.9035
H14 3.1986 -0.0053 0.6611
C12 -3.9723 -2.1304 4.3740
H15 -1.6691 -3.6702 0.1760
H16 -2.8162 3.9882 -1.9329
H17 0.4206 -3.0427 2.0089
C13 4.7761 0.9692 -5.0646
H18 4.6401 0.5682 -6.0774
C14 1.7928 3.5004 1.5960
H19 0.6110 -4.4082 3.9032
H20 -2.8415 1.4713 -0.0805
C15 -0.8256 2.4149 -3.1687
H21 3.6279 1.4539 -0.6837
H22 2.7356 0.7111 -4.4842
H23 -2.5652 -0.3002 -1.2695
H24 -0.2022 1.8653 -3.8879
C16 1.3822 1.4098 2.5273
H25 -3.0140 -5.3183 1.3729
H26 -0.3819 4.0843 -1.7945
H27 2.4274 -1.5801 2.4786
H28 -3.0127 -2.6672 -0.1867
C17 5.2944 2.0719 -2.6081
C18 1.8018 4.0940 2.8732
C19 4.0096 1.5216 -2.8223
H29 7.2688 2.3357 -3.4534
H30 -3.5799 -5.0588 -0.2766
C20 -2.1824 -0.5169 -3.3913
C21 0.6445 -2.7420 -0.1539
C22 -0.8482 -3.0976 3.1362
H31 5.5622 2.5765 -1.6947
H32 -0.4317 -2.3497 3.8364
Pt1 1.1390 2.0032 -0.9117
H33 1.8988 5.1776 2.9167
H34 -1.0111 -4.8113 4.5022
H35 -2.9540 -2.2305 4.7970
H36 -2.8195 -1.4132 -3.3625
H37 -1.8306 2.9054 0.1129
C23 0.9898 -2.5292 1.1942
C24 3.1413 1.2594 -1.6520
H38 -0.5111 -5.2200 2.8002
C25 -3.5004 -4.5963 0.7120
H39 1.6747 3.7317 4.9969
C26 -0.1713 3.7711 -2.8351
H40 -4.5472 -3.0343 4.6638
C27 -2.6301 -3.3521 0.5885
C28 -2.3102 2.2621 -0.6493
H41 -1.8259 2.5089 -3.5945
C29 1.6586 3.2912 4.0011
H42 -1.3520 -0.6952 -4.0891
H43 -4.4257 -1.0928 2.5019
P1 -2.2733 -2.5043 2.1653
C30 -3.2598 3.0440 -1.5791
Br1 -1.1128 -0.8552 1.4181
C31 3.7257 1.0180 -4.1270
P2 -0.9481 1.4321 -1.6205
N3 5.9856 1.4471 -4.7968
H44 -4.5035 -4.4187 1.1012

Highest occupied orbital energy (spin up / spin down), eV: -12.78 / -13.06
Total charge: +2
Expectation value of S²: 2.04
Electronic energy, hartree: -4747.218014
Energy relative to the best compared isomer or geometry (same formula, charge and spin), kcal per mole: 80.74
LUMO (spin up / spin down), eV: -5.71 / -7.27
Orbital gap (spin up / spin down), eV: 7.1 / 5.8
Multiplicity: 3

Atomic partial charges in e from the Mulliken method, atoms 1 to 8: H 0.377; C -1.272; C -0.653; H 0.747; C -0.530; C 0.652; H 0.935; H 0.340